1.
{"formula": "C3H4N3", "method": "wB97M-V/def2-TZVPD", "species": ["C", "C", "C", "N", "N", "N", "H", "H", "H", "H"], "positions_angstrom": [[1.06, -0.91, 1.36], [-0.33, -0.16, 0.27], [-0.40, 0.99, -0.66], [1.46, -1.67, 0.39], [0.58, -1.29, -0.39], [0.19, 0.01, 1.59], [-1.33, -0.67, 0.27], [0.58, 1.18, -1.24], [-0.74, 1.80, -0.18], [-1.08, 0.72, -1.42]], "nbo_charge": [0.735, 0.018, -0.614, -0.125, 0.128, -0.245, 0.313, 0.262, 0.260, 0.269], "largest_force_ev_per_a": 8.42, "orbital_gap_ha": 0.331, "e_above_lowest_ev": 4.499, "e_homo_ev": -17.19, "charge": 1}

---

2.
{"formula": "C3H4N3", "method": "wB97M-V/def2-TZVPD", "species": ["C", "N", "C", "N", "N", "C", "H", "H", "H", "H"], "positions_angstrom": [[-1.60, 0.13, -0.06], [-1.09, -1.08, -0.16], [0.18, -0.90, 0.15], [0.46, 0.45, 0.51], [-0.63, 1.07, 0.14], [1.57, -0.60, -0.11], [-2.59, 0.25, -0.22], [-0.68, 2.14, 0.23], [2.27, -0.68, 0.66], [2.10, -0.78, -1.14]], "nbo_charge": [0.299, -0.374, 0.383, -0.153, -0.308, -0.118, 0.246, 0.480, 0.265, 0.280], "largest_force_ev_per_a": 3.93, "orbital_gap_ha": 0.402, "e_above_lowest_ev": 1.677, "smiles": "c1nc2[n+]([nH]1)C2", "e_homo_ev": -16.31, "charge": 1}

---

3.
{"formula": "C3H4N3O2S", "method": "wB97M-V/def2-TZVPD", "species": ["C", "C", "C", "N", "N", "N", "O", "O", "S", "H", "H", "H", "H"], "positions_angstrom": [[1.76, -0.19, 0.28], [2.66, -0.26, 1.38], [-0.65, 0.10, 0.17], [1.96, -0.20, 2.52], [0.66, -0.10, 2.22], [0.57, -0.02, 0.85], [4.47, -1.64, 0.24], [4.79, 0.78, 0.37], [4.52, -0.44, 1.20], [1.96, -0.43, -0.74], [-1.39, 0.49, 0.99], [-0.61, 0.63, -0.82], [-1.05, -0.91, -0.26]], "nbo_charge": [-0.079, -0.136, -0.415, -0.266, -0.143, -0.196, -1.063, -1.049, 1.476, 0.233, 0.233, 0.216, 0.189], "largest_force_ev_per_a": 3.49, "orbital_gap_ha": 0.258, "e_above_lowest_ev": 2.057, "e_homo_ev": -3.75, "charge": -1}

---

4.
{"formula": "C3H4N3O2S", "method": "wB97M-V/def2-TZVPD", "species": ["O", "N", "O", "N", "C", "N", "C", "C", "S", "H", "H", "H", "H"], "positions_angstrom": [[-3.29, -0.78, 2.05], [-2.51, -0.57, 1.13], [-2.79, -0.82, -0.09], [-1.41, 0.03, 1.48], [-0.47, 0.18, 0.61], [0.77, 0.98, 0.87], [1.57, 0.89, -0.34], [1.28, -0.44, -1.12], [-0.59, -0.56, -0.94], [2.60, 1.13, -0.08], [1.29, 1.71, -1.03], [1.86, -0.54, -2.10], [1.70, -1.21, -0.44]], "nbo_charge": [-0.453, 0.602, -0.509, -0.426, 0.206, -0.579, -0.252, -0.572, 0.263, 0.181, 0.140, 0.210, 0.189], "largest_force_ev_per_a": 6.96, "orbital_gap_ha": 0.267, "e_above_lowest_ev": 4.194, "smiles": "[O-][N+]([O-])=NC1=NCCS1", "e_homo_ev": -3.76, "charge": -1}

---

5.
{"formula": "C3H4N3O3", "method": "wB97M-V/def2-TZVPD", "species": ["C", "C", "C", "N", "N", "N", "O", "O", "O", "H", "H", "H", "H"], "positions_angstrom": [[-0.83, -1.21, -0.42], [-2.02, 0.89, -0.04], [1.30, 0.65, 0.04], [-1.76, -0.44, -0.77], [0.26, -1.41, 0.61], [1.30, -0.69, 0.49], [-0.21, -2.23, -0.84], [-2.40, 0.75, 1.11], [-1.72, 1.84, -0.68], [1.78, 1.32, 0.76], [1.82, 0.65, -0.91], [0.29, 0.98, -0.21], [2.21, -1.11, 0.87]], "nbo_charge": [0.638, 0.867, -0.460, -0.602, -0.068, -0.344, -0.537, -0.760, -0.746, 0.194, 0.184, 0.278, 0.355], "largest_force_ev_per_a": 3.89, "orbital_gap_ha": 0.284, "e_above_lowest_ev": 1.779, "e_homo_ev": -4.15, "charge": -1}

---

6.
{"formula": "C3H4N3OS", "method": "wB97M-V/def2-TZVPD", "species": ["C", "C", "C", "N", "N", "N", "O", "S", "H", "H", "H", "H"], "positions_angstrom": [[-1.75, 0.51, 0.98], [-1.62, -1.78, 0.12], [0.27, -0.36, -0.05], [-2.99, 0.89, 0.80], [-1.10, -0.62, 0.40], [-3.93, 0.04, 0.41], [-1.00, -2.64, -0.43], [-5.14, 0.17, -0.56], [-1.24, 1.32, 1.43], [0.50, 0.63, -0.26], [1.09, -0.75, 0.63], [0.46, -0.93, -0.96]], "nbo_charge": [0.051, 0.632, -0.416, -0.247, -0.504, -0.547, -0.614, -0.124, 0.173, 0.199, 0.179, 0.218], "largest_force_ev_per_a": 4.51, "orbital_gap_ha": [0.200, 0.215], "e_above_lowest_ev": 2.793, "e_homo_ev": [-1.91, -2.27], "charge": -1}

---

7.
{"formula": "C3H4N4", "method": "wB97M-V/def2-TZVPD", "species": ["H", "N", "C", "C", "C", "N", "N", "N", "H", "H", "H"], "positions_angstrom": [[-2.80, 0.05, 0.68], [-2.43, -0.03, -0.31], [-1.10, 0.23, -0.23], [-0.16, 0.03, 0.93], [1.13, -0.07, 0.62], [1.44, -0.13, -0.65], [0.62, -0.08, -1.80], [-0.56, 0.22, -1.66], [-0.48, 0.05, 1.85], [1.93, 0.05, 1.39], [2.39, -0.34, -0.81]], "nbo_charge": [0.323, -0.618, 0.305, -0.359, 0.038, -0.438, 0.050, -0.141, 0.215, 0.229, 0.396], "largest_force_ev_per_a": 5.28, "orbital_gap_ha": 0.334, "e_above_lowest_ev": 4.260, "smiles": "[H]/N=c1\\cc[nH]nn1", "e_homo_ev": -8.60}

---

8.
{"formula": "C3H4N4", "method": "wB97M-V/def2-TZVPD", "species": ["H", "N", "N", "C", "C", "N", "N", "C", "H", "H", "H"], "positions_angstrom": [[2.20, 0.84, 0.68], [2.55, 0.03, 0.20], [1.64, -0.70, -0.45], [0.35, -0.38, -0.04], [-0.63, -1.43, 0.04], [-1.84, -0.76, 0.07], [-1.56, 0.55, -0.14], [-0.26, 0.96, -0.12], [-0.44, -2.45, -0.04], [-1.99, 1.39, 0.36], [-0.03, 1.96, -0.56]], "nbo_charge": [0.291, -0.323, -0.108, -0.028, -0.042, -0.227, -0.339, -0.118, 0.231, 0.413, 0.250], "largest_force_ev_per_a": 6.96, "orbital_gap_ha": 0.335, "e_above_lowest_ev": 5.088, "smiles": "[H]/N=N\\c1cn[nH]c1", "e_homo_ev": -9.31}

---

9.
{"formula": "C3H4N4O", "method": "wB97M-V/def2-TZVPD", "species": ["H", "N", "C", "N", "C", "N", "O", "C", "N", "H", "H", "H"], "positions_angstrom": [[3.05, -0.06, -0.08], [2.33, 0.64, -0.09], [1.25, -0.01, -0.12], [1.07, -1.48, 0.03], [-0.24, -1.59, 0.02], [-0.94, -0.38, 0.11], [-2.31, -0.25, -0.26], [-0.11, 0.75, -0.04], [-0.64, 1.92, 0.07], [0.04, 2.62, -0.08], [-0.70, -2.56, 0.00], [-2.78, 0.40, 0.45]], "nbo_charge": [0.350, -0.557, 0.323, -0.490, 0.279, -0.165, -0.531, 0.345, -0.631, 0.361, 0.217, 0.499], "largest_force_ev_per_a": 3.58, "orbital_gap_ha": 0.332, "e_above_lowest_ev": 3.323, "smiles": "[H]/N=C1\\N=CN(O)\\C1=N\\[H]", "e_homo_ev": -9.40}

---

10.
{"formula": "C3H4N4O", "method": "wB97M-V/def2-TZVPD", "species": ["N", "N", "C", "N", "C", "O", "C", "N", "H", "H", "H", "H"], "positions_angstrom": [[-1.13, 1.51, -1.87], [-0.06, 1.52, -0.95], [0.21, 0.39, -0.28], [-0.57, -0.79, -0.18], [-0.47, -1.65, 0.74], [0.62, -1.48, 1.72], [1.66, -0.56, 1.25], [1.53, 0.37, 0.45], [-1.96, 1.25, -1.50], [-1.16, 2.54, -2.20], [-1.18, -2.48, 0.97], [2.52, -0.63, 1.86]], "nbo_charge": [-0.626, -0.234, 0.418, -0.520, 0.429, -0.540, 0.393, -0.426, 0.349, 0.364, 0.210, 0.183], "largest_force_ev_per_a": 5.96, "orbital_gap_ha": 0.327, "e_above_lowest_ev": 3.350, "smiles": "NN=c1ncocn1", "e_homo_ev": -8.65}

---

11.
{"formula": "C3H4N4O", "method": "wB97M-V/def2-TZVPD", "species": ["C", "O", "N", "N", "C", "N", "C", "N", "H", "H", "H", "H"], "positions_angstrom": [[-0.89, -1.10, 1.18], [-0.25, -2.14, 1.73], [1.08, -1.97, 1.49], [1.27, -0.93, 0.83], [0.08, -0.31, 0.58], [-0.05, 0.92, 0.00], [0.61, 1.20, -1.24], [-0.79, 0.94, -1.40], [-1.95, -1.04, 1.24], [1.26, 0.43, -1.65], [1.00, 2.21, -1.35], [-1.35, 1.79, -1.42]], "nbo_charge": [0.082, -0.258, 0.096, -0.222, 0.156, -0.294, -0.077, -0.439, 0.223, 0.192, 0.188, 0.352], "largest_force_ev_per_a": 2.27, "orbital_gap_ha": 0.376, "e_above_lowest_ev": 4.534, "smiles": "c1onnc1N1CN1", "e_homo_ev": -9.34}

---

12.
{"formula": "C3H4N4O", "method": "wB97M-V/def2-TZVPD", "species": ["C", "C", "C", "H", "H", "H", "H", "N", "N", "N", "N", "O"], "positions_angstrom": [[-1.82, -0.45, 0.15], [1.82, -0.90, -0.07], [0.06, 1.12, 0.06], [-3.57, -0.42, -0.33], [-1.87, -1.49, 0.73], [2.36, -1.71, 0.00], [-0.89, 1.90, 0.73], [-2.92, 0.37, -0.25], [-0.50, -0.15, -0.07], [2.25, 0.29, -0.25], [1.26, 1.40, 0.16], [0.38, -1.29, 0.12]], "nbo_charge": [0.253, 0.377, 0.260, 0.345, 0.200, 0.181, 0.234, -0.689, -0.215, -0.289, -0.292, -0.366], "largest_force_ev_per_a": 7.57, "orbital_gap_ha": 0.337, "e_above_lowest_ev": 7.342, "e_homo_ev": -9.18}